<a>
Entry from the Open Molecules 2025 dataset: C39H41BN10OPSeTi as an isolated structure (ωB97M-V/def2-TZVPD).

Each line ends with the Löwdin spin population.
Cartesian coordinates (Å):
Se 3.876 -2.449 -4.223  0.214
Ti 1.085 -0.443 -1.909  0.791
P 3.141 0.601 0.713  0.003
O 2.158 0.093 -0.348  0.006
N -0.512 -2.963 4.428  0.000
N 3.041 -1.757 -2.662  0.145
N -2.178 -0.769 5.373  0.000
N 0.278 -1.024 -3.645  0.006
N -0.285 -2.262 -3.999  0.013
N 1.935 -2.675 -0.795  0.043
N -1.430 -2.473 -1.701  0.002
N 0.296 1.148 -2.154  -0.080
N 3.951 -4.080 -3.524  0.313
N -0.597 -1.442 -1.183  -0.003
C 3.324 -5.136 -1.336  0.096
C -0.420 2.230 -2.146  0.112
C -3.957 1.278 2.215  0.000
C -4.165 1.509 -2.815  -0.002
C -3.211 1.214 4.534  0.000
C -3.740 0.568 3.404  0.000
C -3.439 2.531 2.066  0.000
C -2.249 3.414 -3.393  0.017
C 0.612 -3.117 6.387  0.000
C 1.074 -0.607 -4.611  0.012
C 1.829 -3.732 -0.004  0.114
C -1.568 -1.557 6.181  0.000
C -3.007 0.357 5.773  0.000
C 1.300 -3.906 5.462  0.000
C 3.439 -4.079 -2.240  0.001
C -1.860 2.335 -2.569  0.003
C 4.844 0.274 0.200  0.000
C 2.519 -4.945 -0.221  0.049
C 2.901 -0.119 2.350  0.001
C 0.511 -3.802 4.327  0.000
C -3.479 3.433 -4.010  -0.002
C 2.818 -2.796 -1.858  0.006
C 1.720 5.944 -1.694  0.023
C 3.049 2.393 0.982  0.001
C 0.347 5.851 -1.223  -0.006
C -2.058 -2.117 0.428  0.000
C -1.013 -1.230 0.107  0.003
C 2.375 4.783 -2.069  -0.002
C 1.718 3.562 -2.254  0.022
C -0.308 4.586 -1.312  0.019
C -3.024 3.228 3.196  0.000
C 0.348 3.476 -1.900  0.002
C -0.509 -2.503 5.680  0.000
C -2.943 2.565 4.450  0.000
C -2.890 1.383 -2.268  0.018
C 0.207 -2.535 -5.278  0.006
C -2.220 -2.941 -0.732  0.005
C -4.488 2.583 -3.643  0.018
C 1.042 -1.515 -5.719  0.012
B -1.442 -3.048 -3.141  0.001
H 2.171 -4.521 5.721  0.000
H 0.662 -4.366 3.389  0.000
H 2.446 -5.800 0.439  0.000
H 1.089 -3.579 0.827  0.005
H -0.421 -0.471 0.636  0.000
H -3.990 -0.061 6.041  0.000
H 3.393 2.924 0.094  0.000
H -3.682 4.208 -4.749  0.000
H -2.661 -2.155 1.323  0.000
H 2.288 2.689 -2.635  0.001
H -2.582 0.858 6.673  0.000
H -4.961 0.767 -2.657  0.000
H 3.474 4.769 -2.373  0.000
H 0.957 -2.917 7.424  0.000
H -2.705 -3.892 -0.784  0.000
H -2.487 -2.779 -3.695  0.000
H 3.758 2.751 1.803  0.000
H -3.436 3.005 1.043  0.000
H -1.535 4.144 -3.740  0.000
H 1.906 -0.271 2.658  0.000
H 4.981 -0.680 -0.337  0.000
H 5.566 0.298 1.045  0.000
H 3.314 -1.126 2.250  0.000
H 2.226 6.916 -1.627  0.002
H -4.449 0.727 1.422  0.000
H 1.434 0.418 -4.660  0.005
H -2.582 3.115 5.300  0.000
H 3.498 0.490 3.066  0.000
H 3.946 -5.993 -1.484  0.004
H 1.709 -1.503 -6.575  0.002
H -1.680 -1.642 7.283  0.000
H -0.088 -3.488 -5.778  0.000
H -1.162 -4.253 -3.322  0.000
H 2.001 2.689 1.315  0.000
H -2.628 4.257 3.139  0.000
H 5.113 1.140 -0.441  0.000
H -0.083 6.673 -0.624  -0.001
H -5.478 2.758 -3.989  0.001
H -4.015 -0.472 3.527  0.000
H -1.359 4.457 -1.068  0.000
H -2.694 0.596 -1.555  0.001

Output
- multiplicity = 3
- frontier orbital gap (alpha / beta) (eV) = 5.124 / 4.959
- charge = -1
- highest occupied orbital energy (alpha / beta) (eV) = -3.364 / -3.366
- molecular weight (g mol⁻¹) = 834.439
- ⟨S²⟩ = 2.06

<b>
Entry from the Open Molecules 2025 dataset: C39H41BN10OPSeTi as an isolated structure (ωB97M-V/def2-TZVPD).

Each line ends with the Löwdin spin population.
Cartesian coordinates (Å):
Se -2.840 0.973 -1.480  0.162
Ti -0.511 1.792 0.768  0.706
P 1.438 2.193 3.419  0.000
O 0.658 1.237 2.357  0.003
N -0.861 3.890 1.029  -0.001
N -0.979 -6.705 -1.683  0.000
N -1.466 0.566 -0.254  0.150
N 1.168 -5.447 -3.843  0.000
N 1.650 -4.819 -4.946  0.000
N -0.977 -6.521 -3.054  0.000
N 0.724 2.209 -0.442  -0.049
N -2.176 1.955 2.221  0.014
N -0.415 -1.391 0.439  -0.008
N -2.286 -0.441 -2.496  0.322
C 3.245 0.894 -0.533  0.027
C -0.046 1.773 -5.075  0.000
C -2.210 -6.759 -3.539  0.000
C -1.030 -2.582 -2.090  0.088
C 4.635 0.674 -0.380  -0.004
C -3.084 0.893 2.483  0.006
C 5.489 1.155 -1.368  0.026
C -1.388 -1.170 -1.829  0.009
C -1.706 -0.524 5.817  0.000
C 2.437 3.419 2.500  0.001
C -2.507 3.205 2.587  0.001
C 2.469 1.092 4.378  0.000
C -0.943 -0.663 -0.558  0.100
C -0.957 6.241 1.174  0.000
C -2.914 -0.783 6.451  0.000
C 3.598 2.043 -2.597  0.026
C -2.982 0.254 3.914  0.000
C -1.920 5.738 2.099  0.004
C -4.102 -0.701 5.771  0.000
C -1.811 4.277 2.034  0.001
C 2.660 -4.006 -4.505  0.000
C 1.860 -5.063 -2.742  0.000
C 1.336 2.106 -1.572  0.156
C 0.704 1.594 -3.942  0.023
C -0.813 2.894 -5.249  0.025
C 0.657 2.505 -2.824  0.009
C -4.154 -0.138 4.494  0.000
C 2.801 -4.164 -3.124  0.000
C 2.705 1.558 -1.622  0.008
C -0.412 5.111 0.518  0.005
C -0.817 3.887 -4.237  -0.003
C 4.977 1.834 -2.463  -0.002
C -3.081 -7.072 -2.500  0.000
C -0.142 -2.643 0.159  0.144
C -1.744 -0.035 4.501  0.000
C -0.477 -3.281 -1.058  0.005
C -0.236 3.583 -2.989  0.025
C -2.248 -7.087 -1.346  0.000
C 0.266 2.903 4.609  0.000
B 0.347 -6.785 -3.803  0.000
H 3.358 -3.482 -5.181  0.000
H -5.109 0.120 4.070  0.000
H -0.129 0.950 -5.750  -0.001
H -1.352 3.092 -6.216  0.001
H 3.453 -3.585 -2.504  0.000
H 3.200 2.502 -3.575  0.001
H -2.448 -7.332 -0.262  0.000
H -1.083 -3.115 -3.054  0.003
H 2.525 0.675 0.378  0.002
H 1.068 -7.579 -3.311  0.000
H -0.451 4.174 -2.075  0.001
H -0.908 7.270 0.884  0.000
H -0.012 3.980 4.359  0.000
H -0.680 2.302 4.623  0.000
H -1.315 4.835 -4.343  -0.001
H 5.690 2.266 -3.228  -0.001
H 0.228 5.029 -0.376  0.000
H -0.794 -0.656 6.384  0.000
H 0.638 2.864 5.657  0.000
H 1.964 0.565 5.240  0.000
H -2.443 6.327 2.808  0.000
H 6.548 0.958 -1.312  0.002
H 3.342 1.555 4.772  0.000
H 2.788 0.173 3.785  0.000
H -0.871 0.108 3.935  0.000
H 0.290 -3.217 0.963  0.009
H 1.316 0.727 -3.823  0.001
H -4.114 -7.406 -2.588  0.000
H 0.058 -6.985 -5.012  0.000
H -3.354 3.402 3.269  0.000
H -2.360 -6.603 -4.624  0.000
H 5.023 0.286 0.564  -0.001
H 2.381 3.144 1.493  0.001
H 1.565 -5.461 -1.779  0.000
H 1.954 4.420 2.567  0.000
H -2.824 0.050 1.860  0.001
H -2.892 -1.158 7.459  0.000
H 3.491 3.443 2.880  0.000
H -0.279 -4.379 -1.071  -0.002
H -4.972 -1.177 6.252  0.000
H -4.077 1.255 2.306  0.001

Output
- multiplicity = 3
- frontier orbital gap (alpha / beta) (eV) = 4.888 / 6.385
- charge = -1
- highest occupied orbital energy (alpha / beta) (eV) = -3.481 / -4.994
- molecular weight (g mol⁻¹) = 834.439
- ⟨S²⟩ = 2.07

So which one is most stable? That would be <b>, about 0.0019 hartree below the next structure.

<a>
Entry from the Open Molecules 2025 dataset: a 2-piece molecular cluster, C2F3N overall (ωB97M-V/def2-TZVPD).

Each line ends with the natural charge from an NBO analysis.
Cartesian coordinates (Å):
F -2.298 0.868 0.403  -0.100
F 1.565 1.162 -0.442  -0.326
F 2.580 -0.463 0.349  -0.321
N -1.826 -0.280 -0.047  -0.131
C 1.387 0.006 0.132  0.654
C -1.409 -1.294 -0.394  0.225

Output
- frontier orbital gap (eV) = 11.197
- charge = 0
- highest occupied orbital energy (eV) = -11.125
- molecular weight (g mol⁻¹) = 95.023

<b>
Entry from the Open Molecules 2025 dataset: a 2-piece molecular cluster, C2F3N overall (ωB97M-V/def2-TZVPD).

Each line ends with the natural charge from an NBO analysis.
Cartesian coordinates (Å):
F -1.826 -1.058 2.004  -0.484
F -1.616 1.003 0.625  -0.207
F 1.857 -0.586 -1.829  -0.168
N 1.555 0.011 -0.647  0.120
C -0.716 0.116 0.416  0.729
C 0.391 0.081 -0.251  0.010

Output
- frontier orbital gap (eV) = 7.716
- charge = 0
- highest occupied orbital energy (eV) = -11.754
- molecular weight (g mol⁻¹) = 95.023

So which one is most stable? That would be <a>, about 0.0817 hartree below the next structure.

<a>
Entry from the Open Molecules 2025 dataset: a 3-piece molecular cluster, C4H13N overall (ωB97M-V/def2-TZVPD).

Each line ends with the natural charge from an NBO analysis.
Cartesian coordinates (Å):
N -1.056 -0.398 0.666  -0.809
C 1.117 -1.353 -0.751  -1.093
C 1.626 0.880 -0.182  -0.220
C -2.249 -0.064 -0.118  -0.415
C 0.836 1.614 0.691  -0.749
H 1.518 -1.986 0.047  0.186
H -1.939 0.558 -0.956  0.217
H -2.721 -0.965 -0.509  0.207
H 1.605 1.099 -1.240  0.193
H 0.233 2.428 0.300  0.205
H -0.196 -0.839 0.042  0.452
H 1.141 1.712 1.728  0.208
H 0.334 -1.924 -1.276  0.185
H -2.970 0.495 0.482  0.200
H 1.898 -1.222 -1.499  0.206
H 2.532 0.407 0.170  0.196
H -0.458 0.517 0.919  0.435
H -1.251 -0.960 1.487  0.394

Output
- frontier orbital gap (eV) = 7.380
- charge = 0
- highest occupied orbital energy (eV) = -6.562
- molecular weight (g mol⁻¹) = 75.155

<b>
Entry from the Open Molecules 2025 dataset: a 2-piece molecular cluster, C4H13N overall (ωB97M-V/def2-TZVPD).

Each line ends with the natural charge from an NBO analysis.
Cartesian coordinates (Å):
N -4.507 -0.942 -1.040  -0.828
C 5.642 0.174 -0.420  -0.614
C 4.823 1.454 -0.385  -0.614
C -4.658 -0.551 0.374  -0.234
C -3.303 -0.563 1.089  -0.619
H -5.047 -1.771 -1.276  0.354
H 5.126 2.178 -1.152  0.201
H -5.171 0.409 0.439  0.177
H -3.290 0.150 1.929  0.203
H -2.408 -0.428 0.488  0.219
H -5.046 -0.244 -1.546  0.351
H 5.821 -0.150 -1.442  0.205
H -5.319 -1.109 1.054  0.179
H 5.144 -0.621 0.141  0.203
H 5.042 2.042 0.507  0.206
H -3.194 -1.515 1.627  0.198
H 6.578 0.204 0.152  0.206
H 3.765 1.284 -0.540  0.207

Output
- frontier orbital gap (eV) = 10.876
- charge = 0
- highest occupied orbital energy (eV) = -9.705
- molecular weight (g mol⁻¹) = 75.155

So which one is most stable? That would be <b>, about 0.1392 hartree below the next structure.

<a>
Entry from the Open Molecules 2025 dataset: a 2-piece molecular cluster, C4H13N overall (ωB97M-V/def2-TZVPD).

Each line ends with the natural charge from an NBO analysis.
Cartesian coordinates (Å):
N 0.943 -0.387 2.826  -0.874
C -0.837 -0.093 -1.286  -0.415
C 0.074 0.886 -1.843  -0.605
C -0.433 -1.519 -1.588  -0.622
C 0.502 0.841 2.229  -0.416
H -1.905 0.022 -1.635  0.200
H 1.485 -0.248 3.648  0.364
H -1.098 0.240 -0.181  0.198
H -0.913 -2.076 -0.747  0.218
H -0.916 -1.910 -2.556  0.209
H 0.045 0.799 -2.997  0.194
H 0.665 0.808 1.081  0.187
H 1.071 1.733 2.537  0.198
H -0.563 1.082 2.607  0.170
H -0.236 1.922 -1.688  0.210
H 0.340 -1.190 2.835  0.371
H 1.053 0.757 -1.507  0.203
H 0.724 -1.665 -1.735  0.210

Output
- frontier orbital gap (eV) = 9.919
- charge = 0
- highest occupied orbital energy (eV) = -8.787
- molecular weight (g mol⁻¹) = 75.155

<b>
Entry from the Open Molecules 2025 dataset: a 2-piece molecular cluster, C4H13N overall (ωB97M-V/def2-TZVPD).

Each line ends with the natural charge from an NBO analysis.
Cartesian coordinates (Å):
N -0.312 -1.328 -0.566  -0.870
C 1.673 1.645 1.083  -0.622
C 2.321 1.884 -0.341  -0.626
C -1.747 -0.913 -0.616  -0.212
C -2.464 -2.007 0.215  -0.624
H 1.918 2.735 -0.901  0.208
H -0.087 -2.043 -1.270  0.359
H -1.841 0.054 -0.135  0.191
H 3.298 2.318 -0.144  0.208
H 2.465 1.763 1.836  0.206
H -2.124 -0.813 -1.641  0.168
H 2.382 1.037 -1.004  0.206
H -3.539 -2.019 -0.022  0.196
H -2.062 -3.019 0.314  0.222
H -2.527 -1.543 1.201  0.207
H 0.397 -0.620 -0.521  0.363
H 1.406 0.587 1.085  0.206
H 0.843 2.282 1.425  0.213

Output
- frontier orbital gap (eV) = 10.029
- charge = 0
- highest occupied orbital energy (eV) = -8.922
- molecular weight (g mol⁻¹) = 75.155

So which one is most stable? That would be <b>, about 0.0183 hartree below the next structure.